The following is a DFT calculation (wB97M-V/def2-TZVPD) of C4HNO as an isolated structure in a non-equilibrium geometry.

Last column: Löwdin charge in e.
Positions of all 7 atoms, in Å:
O: 1.601 -0.355 1.109  0.10
C: 0.485 -0.734 0.884  -0.22
C: -0.418 -0.096 -0.134  -0.29
C: -1.623 -0.241 -0.636  0.32
C: -0.131 1.048 -0.971  -0.26
N: 0.065 1.964 -1.656  0.22
H: 0.020 -1.587 1.405  0.13

- Energy: -282.83840 Eh
- Orbital gap: 9.57 eV
- HOMO energy: -0.423 hartree
- Total charge: 0
- LUMO: -1.923 eV
- Energy relative to the best compared isomer or geometry (same formula, charge and spin): 206.93 kJ/mol
- Spin multiplicity: 1